(1)
Here is C48H64NO3P3S2SiTi as an isolated structure from OMol25. Energies are from ωB97M-V with the def2-TZVPD basis set.

energy relative to the best compared isomer or geometry (same formula, charge and spin) = 0.000 eV
lowest unoccupied orbital energy = -0.39 eV

Element x y z (Å)
C: -3.23 -2.41 3.51
H: -4.79 -1.28 1.56
H: -0.22 2.49 3.82
C: 0.53 -2.70 -0.15
H: -1.78 -4.99 1.71
C: -3.63 1.26 2.38
C: -0.35 -1.82 -3.74
H: -5.16 1.69 0.96
H: -2.85 -2.73 4.49
H: 1.54 -1.31 -6.51
H: 1.46 2.25 -4.46
H: -2.87 0.51 2.58
Si: -0.19 -1.09 -0.91
P: -0.79 -1.99 2.21
C: -2.13 -3.07 -1.27
C: -3.29 -1.02 -0.83
H: 2.84 -0.02 -4.87
H: 6.06 -0.67 -2.39
H: 5.54 0.94 -2.82
H: 1.45 -3.32 -1.99
C: -0.16 -0.57 4.47
H: -1.14 -0.11 4.29
C: -5.36 -0.36 1.53
C: -0.13 -2.03 3.98
C: 0.26 -3.09 1.17
H: -3.26 -1.33 3.51
H: -1.61 3.00 -4.35
C: -0.13 3.28 3.08
O: 2.41 2.16 0.74
O: 4.55 1.23 1.47
H: -0.64 0.97 2.14
H: -0.55 -2.44 -5.78
H: -3.82 3.39 -1.67
H: 4.53 2.46 -1.38
H: -3.13 2.21 2.20
C: -2.24 -4.50 2.57
H: 0.32 5.98 0.39
H: 0.42 4.79 4.49
H: -5.82 -0.21 2.51
C: 1.25 -2.63 4.26
C: 5.20 -0.09 -2.71
H: -1.26 -2.32 -3.46
H: 0.71 6.53 2.74
H: -1.92 5.25 -3.34
C: -4.65 1.40 -1.60
C: -0.27 2.37 -1.28
H: 4.41 0.20 -0.73
P: 2.48 0.60 -2.07
H: 1.23 -3.72 4.29
C: 3.88 -1.75 -1.42
H: -1.65 -4.74 3.46
H: -0.87 -2.60 4.56
H: 0.04 -0.52 5.54
H: -4.28 -0.01 -3.23
H: -4.25 -2.78 3.42
C: -0.51 3.64 -0.69
C: 0.05 -1.89 -5.06
S: 3.15 1.29 1.80
H: 4.41 3.73 -2.60
H: -3.31 1.46 -3.30
C: 3.10 2.07 -3.02
H: 3.82 1.66 -3.73
C: -3.33 -3.74 -1.46
C: 0.39 5.53 2.47
H: -6.18 -0.50 0.81
H: -3.23 -4.94 2.71
C: -1.10 4.66 -1.46
O: 2.79 1.75 3.11
H: 0.53 -4.63 2.65
H: 2.62 3.58 -4.45
H: 1.86 -6.10 1.22
H: -5.01 3.19 -0.39
H: 3.13 3.52 -1.40
C: 0.75 -4.31 1.64
C: 1.95 -0.54 -4.55
C: 1.75 -4.79 -0.48
C: 4.09 -0.26 -1.67
C: -4.49 0.85 1.18
H: -2.88 -2.81 1.43
P: -3.41 0.76 -0.37
C: -2.37 -2.99 2.38
H: 4.90 -0.47 -3.69
H: 1.59 -2.29 5.24
H: -5.62 0.95 -1.36
H: -0.57 1.21 -3.06
H: 1.43 3.45 -3.16
C: -1.30 3.19 -3.33
C: 1.26 -3.58 -0.96
H: -3.31 -4.80 -1.68
H: -1.30 5.62 -1.00
H: 2.31 -5.44 -1.14
C: 0.17 5.22 1.14
C: -0.22 3.94 0.74
C: 0.38 -1.13 -2.77
C: -4.52 -3.05 -1.38
H: -5.42 -1.16 -1.01
H: -5.47 -3.55 -1.54
C: -4.48 -1.71 -1.07
C: -0.71 2.18 -2.59
H: 1.99 -2.32 3.53
C: 1.54 -0.46 -3.22
C: 1.49 -5.16 0.83
H: 4.81 -2.19 -1.07
H: -1.48 1.51 0.81
H: -4.25 1.36 3.27
C: -1.47 4.44 -2.77
N: -0.61 1.61 1.36
S: 2.18 -0.45 1.34
H: -5.55 3.32 -2.06
H: 0.61 0.01 3.95
C: -0.35 2.98 1.75
C: 3.84 2.99 -2.04
C: -4.77 2.91 -1.42
C: 2.08 2.87 -3.81
H: 3.12 -1.93 -0.67
H: 3.59 -2.26 -2.35
C: -4.30 1.06 -3.05
Ti: 0.95 1.15 -0.02
H: -1.22 -3.64 -1.35
H: -5.03 1.51 -3.72
C: 0.23 4.56 3.45
C: 1.22 -1.26 -5.47
C: -2.05 -1.69 -0.98


(2)
Here is a 4-piece molecular cluster, C48H66FN5O7 overall from OMol25. Energies are from ωB97M-V with the def2-TZVPD basis set.

lowest unoccupied orbital energy = -1.02 eV
SMILES = CCCCCCCCCCC[C@H]1C(=O)N[C@@](F)(CCCCCCCCCC)[C@@H]1c1ccncc1.O=[N+]([O-])c1ccccc1.O=[N+]([O-])c1ccccc1.O=[N+]([O-])c1ccccc1

Element x y z (Å)
C: -1.12 2.75 -2.23
H: -0.05 3.11 -4.26
H: 0.88 -5.62 -3.06
H: -7.27 3.97 -0.77
C: 2.14 1.38 2.11
H: 1.62 4.27 6.32
H: -2.99 4.07 -2.40
C: -7.12 4.96 -0.34
C: -8.06 5.45 0.57
H: 0.60 5.26 -2.94
H: 2.44 -5.60 -1.88
H: -2.32 5.10 0.30
C: 6.72 0.19 0.32
H: -8.93 4.85 0.84
H: 2.85 -4.18 -4.81
H: 0.57 -3.81 -0.40
N: 0.37 -0.20 1.40
H: -0.85 -3.06 3.82
H: 3.18 3.34 2.61
H: 0.55 3.88 8.52
N: 7.29 -0.57 -0.84
H: 0.52 -3.17 -2.89
H: 2.38 -2.87 -2.99
O: -0.04 -0.91 8.04
H: 0.82 3.55 -0.40
C: -4.25 -5.00 -4.69
H: -4.02 -3.91 -5.07
C: 0.25 3.00 -3.11
C: 4.12 -0.90 0.16
H: 0.54 -5.17 -5.28
N: 3.29 2.58 5.01
H: 3.65 4.02 -1.69
C: -1.35 -6.99 -6.78
H: 0.69 -8.02 -6.94
H: -6.66 8.48 1.24
C: 1.57 -3.52 -2.44
O: -4.06 5.97 -1.92
H: -4.98 7.64 -0.36
C: 2.68 2.37 6.33
C: 5.20 0.13 0.92
H: 4.11 -2.57 -1.70
C: 1.49 4.32 -1.02
C: -7.89 6.72 1.13
H: -1.45 5.12 -2.16
C: -6.79 7.50 0.80
O: -1.91 0.19 8.39
H: 7.46 0.96 0.86
H: -4.47 -0.83 4.46
C: 6.33 -1.52 -1.49
H: 3.98 -5.35 -3.74
C: -1.44 -2.38 4.43
O: 3.05 3.65 4.43
C: -1.70 -1.04 6.43
H: 2.54 -3.68 -0.33
C: 2.33 0.98 8.27
C: 1.22 3.13 8.10
C: 4.75 -1.78 -1.11
C: 1.54 -3.28 -0.80
C: 1.48 1.95 8.80
H: 1.00 1.78 9.77
H: -1.62 -5.40 -5.03
F: 1.20 1.01 -0.41
H: 3.60 0.42 6.63
C: -1.94 4.11 -1.83
H: 1.54 -1.23 -1.61
C: 1.83 3.35 6.86
H: 1.57 3.54 1.66
C: 1.47 -1.66 -0.50
C: -3.48 -1.13 4.79
C: 0.06 -1.27 0.33
H: -3.56 -7.20 -5.11
C: -2.32 4.04 -0.22
C: -2.71 -2.00 4.02
N: -1.18 -0.55 7.71
C: 1.07 -6.02 -5.90
H: 1.49 -5.55 -6.90
O: -5.25 4.14 -2.16
C: 3.09 4.26 -0.66
H: 1.18 1.48 2.82
C: -2.98 -0.64 6.00
C: 0.13 -7.34 -6.14
H: -1.30 -6.85 -7.96
H: -1.60 3.36 0.41
C: 2.56 2.90 1.69
C: -5.84 7.02 -0.11
C: 2.53 -1.02 0.63
H: 3.24 -6.87 -5.77
C: -0.92 -1.90 5.64
H: -5.42 -5.16 -4.68
H: 0.89 2.01 -3.05
H: 2.95 0.83 2.79
H: 3.46 5.30 -0.28
H: -3.40 3.54 -0.15
H: -3.59 0.03 6.60
H: 4.60 3.32 0.75
H: -3.11 -2.38 3.08
C: 3.51 3.03 0.37
C: 2.94 1.19 7.03
H: 0.07 -2.21 5.95
H: -4.28 -6.28 -6.70
H: 2.16 4.25 -3.27
H: -3.77 -5.21 -3.65
C: -2.10 -5.71 -6.07
C: 1.90 -5.09 -2.82
C: 1.69 0.40 0.87
H: -0.96 2.10 -1.26
H: -8.63 7.10 1.83
H: -1.84 2.10 -2.92
H: -0.03 -7.99 -5.18
C: -3.65 -6.18 -5.71
C: 1.17 4.27 -2.64
O: 4.01 1.68 4.56
H: 0.65 -0.60 2.32
H: 3.60 2.07 -0.29
H: 4.91 0.81 1.83
H: 2.50 -1.74 1.57
C: -6.02 5.75 -0.68
N: -5.04 5.25 -1.66
O: -1.16 -1.79 0.17
H: 1.11 5.39 -0.66
H: -2.08 -4.81 -6.81
H: 2.05 -7.29 -4.27
H: -2.04 -7.93 -6.59
C: 2.42 -6.47 -5.03
H: 2.53 0.07 8.83
H: 6.75 -2.16 -2.41
C: 2.91 -5.15 -4.15


| no. | orbital gap (eV) | HOMO (Eh) | maximum force (hartree/bohr) |
| --- | --- | --- | --- |
| 1 | 7.44 | -0.2880 | 0.0108 |
| 2 | 7.79 | -0.3237 | 0.1652 |